The following is a DFT calculation (the ωB97M-V functional and the def2-TZVPD basis) of C22H23F3N4O2 in the gas phase in a non-equilibrium geometry.

Its SMILES is FC(F)(F)c1cccc(Cc2noc(CN(Cc3ccccn3)C[C@@H]3CCCO3)n2)c1. The gap between HOMO and LUMO comes out at 0.34458 Ha.

Last column: Löwdin charge in e.
Element x y z (Å)
F: 3.814 -1.110 0.733  0.132
C: 3.765 -1.757 1.917  -0.582
F: 3.653 -0.805 2.855  0.143
F: 4.977 -2.312 2.083  0.135
C: 2.647 -2.759 1.961  -0.126
C: 1.368 -2.325 2.272  0.025
C: 0.313 -3.229 2.272  -0.208
C: 0.560 -4.557 1.951  -0.036
C: 1.841 -4.985 1.644  -0.064
C: 2.895 -4.090 1.648  -0.025
H: 3.897 -4.415 1.411  0.120
H: 2.020 -6.021 1.400  0.107
H: -0.257 -5.264 1.943  0.116
C: -1.071 -2.766 2.634  -0.061
C: -1.553 -1.681 1.740  -0.344
N: -2.702 -1.719 1.127  0.140
O: -2.790 -0.538 0.465  0.038
C: -1.667 0.135 0.720  -0.318
N: -0.874 -0.522 1.512  0.222
C: -1.474 1.496 0.158  -0.092
N: -0.393 1.512 -0.812  -0.143
C: 0.105 2.840 -1.095  -0.135
H: 0.986 2.725 -1.733  0.127
H: 0.422 3.282 -0.147  0.134
C: -0.880 3.809 -1.789  -0.308
C: -0.198 5.127 -2.191  -0.128
H: -0.624 5.501 -3.122  0.117
C: -0.562 6.057 -1.036  -0.154
H: 0.119 5.910 -0.198  0.112
C: -1.958 5.552 -0.680  -0.194
H: -2.713 6.016 -1.332  0.122
O: -1.939 4.154 -0.899  -0.120
H: -2.236 5.728 0.361  0.122
H: -0.560 7.108 -1.316  0.111
H: 0.875 5.010 -2.318  0.113
H: -1.316 3.304 -2.661  0.145
C: -0.710 0.717 -1.988  -0.127
C: -0.483 -0.748 -1.715  -0.286
N: -1.501 -1.562 -1.950  0.117
C: -1.344 -2.856 -1.728  -0.143
C: -0.156 -3.411 -1.283  -0.064
C: 0.915 -2.561 -1.051  -0.063
C: 0.750 -1.204 -1.257  -0.010
H: 1.548 -0.505 -1.066  0.113
H: 1.865 -2.953 -0.720  0.099
H: -0.068 -4.475 -1.124  0.099
H: -2.217 -3.466 -1.919  0.107
H: -1.751 0.847 -2.321  0.130
H: -0.043 1.020 -2.800  0.131
H: -1.201 2.165 0.978  0.141
H: -2.433 1.828 -0.269  0.134
H: -1.056 -2.373 3.655  0.135
H: -1.787 -3.587 2.583  0.122
H: 1.183 -1.287 2.497  0.120